The following is a quantum chemistry calculation of C34H44AlF3OSTe as an isolated structure at a distorted geometry, from the OMol25 dataset.

The geometry in ORCA input format:
```
! RIJCOSX wB97M-V def2-TZVPD def2/J DEFGRID3
* xyz 0 1
Al -3.39627 -16.83558 -10.62943
C -4.82228 -18.26768 -11.28442
C -4.34348 -19.22130 -10.27601
C -5.10922 -18.94097 -9.10468
C -6.09699 -18.00702 -9.43948
C -5.92170 -17.55268 -10.74774
C -6.72348 -16.47170 -11.44337
C -6.38275 -16.35341 -12.89015
C -6.54825 -15.06431 -10.81767
C -8.21123 -16.82294 -11.27706
C -4.93816 -19.45250 -7.64657
C -3.50541 -19.81296 -7.30030
C -5.87220 -20.63224 -7.41663
C -5.26198 -18.28991 -6.70627
C -3.38651 -20.36874 -10.68561
C -3.20055 -20.35772 -12.18574
C -4.14444 -21.65811 -10.32956
C -1.98164 -20.30117 -10.05336
H -4.66397 -18.45025 -12.35703
H -6.87851 -17.71771 -8.74388
H -5.36103 -15.98475 -12.95922
H -6.98620 -15.64826 -13.48364
H -6.34737 -17.35043 -13.37310
H -5.51545 -14.66728 -10.95651
H -6.82501 -15.10394 -9.76895
H -7.23744 -14.38958 -11.35310
H -8.44257 -17.81903 -11.69864
H -8.80534 -16.12464 -11.85041
H -8.58698 -16.72659 -10.25962
H -3.14349 -20.64737 -7.92936
H -3.57566 -20.14908 -6.26379
H -2.75969 -19.03418 -7.42673
H -5.68010 -21.46603 -8.10763
H -6.94974 -20.36624 -7.53192
H -5.74088 -20.95763 -6.37268
H -4.81782 -17.32542 -6.98378
H -4.95204 -18.52811 -5.69581
H -6.35002 -18.11427 -6.67993
H -4.14669 -20.44023 -12.75025
H -2.64080 -21.26953 -12.43158
H -2.64328 -19.49035 -12.55951
H -5.20338 -21.59242 -10.55379
H -4.14087 -21.86248 -9.25302
H -3.72387 -22.50982 -10.83414
H -1.78466 -19.34274 -9.57809
H -1.21469 -20.35702 -10.83794
H -1.83709 -21.17020 -9.34652
C -0.22808 -17.13131 -7.34878
S 0.88510 -16.94477 -8.72540
C 2.20446 -18.09472 -8.27343
O 1.43198 -15.55782 -8.62705
H 0.12606 -16.46584 -6.55852
H -0.25340 -18.21395 -7.06627
H -1.17277 -16.69660 -7.64272
H 2.47902 -18.65640 -9.20321
H 1.80613 -18.85519 -7.55194
H 3.02984 -17.55709 -7.81215
Te -1.29341 -16.31062 -11.96930
C -1.63020 -17.40155 -13.79316
C -0.59005 -18.16769 -14.37858
C -0.79296 -18.69725 -15.66795
C -2.01550 -18.61569 -16.29067
C -3.04397 -17.85706 -15.69620
C -2.85940 -17.23891 -14.42564
H 0.35988 -18.32857 -13.86821
H 0.00334 -19.33884 -16.05674
H -2.19329 -19.14648 -17.21749
H -4.06283 -17.89866 -16.10814
H -3.68578 -16.72138 -13.89916
F -0.99474 -10.20529 -4.54188
C -2.30708 -10.48304 -4.87750
F -2.78389 -9.43378 -5.67218
F -3.04535 -10.35294 -3.73905
C -2.41763 -11.82176 -5.52878
C -3.63518 -12.53087 -5.52079
C -3.86615 -13.56578 -6.42480
C -2.90088 -13.85980 -7.40138
C -1.61671 -13.21526 -7.29865
C -1.39749 -12.19148 -6.43306
C -3.09750 -14.90935 -8.32150
C -3.42219 -15.80994 -9.10883
H -4.38033 -12.23050 -4.81599
H -4.77428 -14.18250 -6.48270
H -0.83062 -13.52258 -8.00914
H -0.48392 -11.62426 -6.38875
*
```

Lowest unoccupied orbital energy = -0.55 eV
Gap between HOMO and LUMO = 7.25 eV
Strongest force on any atom = 3.49 eV/Å
E_HOMO = -0.287 Eh
Energy relative to the best compared isomer or geometry (same formula, charge and spin) = 0.0 kJ/mol

Löwdin atomic charge list, values in e, 5 entries: number 1, Al, carries 0.253; number 2, C, carries -0.189; number 3, C, carries -0.146; number 4, C, carries -0.132; number 5, C, carries -0.012